# 1
18
Properties=species:S:1:pos:R:3:forces:R:3 method="wB97M-V/def2-TZVPD" orbital_gap_ev=7.98 total_charge=-1 homo_energy_ha=-0.1663 e_lumo_ev=3.45
O -0.144363 -0.948935 0.100256 0.063 -0.565 -0.090
C -0.336976 0.271803 0.121639 -0.262 0.235 -0.482
O -0.211474 1.060660 1.084713 0.053 0.373 0.559
C -0.744617 0.958874 -1.215422 0.036 0.359 -0.106
C 0.462699 0.991478 -2.160719 0.282 -0.491 -0.564
N -1.282568 2.320775 -1.025631 -0.386 -0.192 -0.403
H -1.510196 0.367943 -1.718100 -0.061 -0.214 0.245
H 1.227839 0.259503 -1.872844 -0.133 0.203 0.070
H 0.151229 0.705421 -3.169520 -0.022 0.025 -0.063
H 0.910640 1.977864 -2.277811 -0.047 0.080 0.416
H -2.293208 2.266856 -0.909775 0.217 -0.059 -0.015
H -0.942266 2.607392 -0.119673 0.226 0.132 0.389
H 0.096382 0.737377 2.699942 0.017 0.150 0.196
H 1.025719 0.079668 3.723363 0.019 -0.044 0.030
O 0.310606 0.718129 3.676018 -0.014 -0.095 -0.155
H 0.803971 -4.088263 1.175464 0.302 0.261 0.050
H 1.004754 -5.497830 0.714442 0.238 0.000 0.062
O 1.471829 -4.788715 1.173657 -0.528 -0.158 -0.139

***

# 2
18
Properties=species:S:1:pos:R:3:forces:R:3 method="wB97M-V/def2-TZVPD" orbital_gap_ev="11.57 / 6.47" s_squared=0.760 homo_energy_ha="-0.4132 / -0.3926" spin_multiplicity=2 e_lumo_ev="0.33 / -4.21"
C -0.897930 -0.144835 -1.437271 -0.600 -0.913 -2.559
N 0.187951 -1.088740 -1.293087 -0.081 0.889 0.489
C 0.548589 -1.827398 -0.128165 1.070 -0.298 0.712
O -0.171714 -1.618557 0.867063 -0.450 0.104 -0.347
O 1.642950 -2.380983 -0.214292 -0.440 -0.355 -0.162
C -0.617043 1.268477 -0.996066 0.051 0.111 1.682
H -1.036501 -0.185128 -2.537829 -0.055 0.402 0.213
H -1.842426 -0.554566 -1.079907 0.350 -0.007 0.672
H 1.061207 -0.823213 -1.744108 -0.073 0.069 -0.214
H -1.510280 1.893300 -1.046687 0.039 -0.138 -0.419
H 0.238047 1.775579 -1.438334 -0.073 -0.243 -0.302
H -0.404089 1.180680 0.075524 0.151 0.283 -0.062
H 1.719761 -0.290307 0.977280 0.385 0.263 0.385
H 1.454348 1.046531 1.693770 0.421 -0.393 -0.198
O 2.117465 0.576398 1.150847 -0.620 0.206 0.023
H -1.408600 0.912111 2.270063 -0.328 0.107 -0.135
H -0.379189 -0.215507 2.139663 -0.330 -0.023 0.244
O -0.702538 0.476162 2.741538 0.584 -0.063 -0.022

***

# 3
16
Properties=species:S:1:pos:R:3:forces:R:3 method="wB97M-V/def2-TZVPD" orbital_gap_ev=8.18 smiles="CC(C)P=O.N" homo_energy_ha=-0.3270 e_lumo_ev=-0.72
C -1.705657 0.786282 -1.258809 2.009 1.043 3.641
C -1.231226 0.291064 1.341419 -3.354 0.748 0.169
C -1.610763 -0.191923 -0.071115 2.044 -0.889 -0.056
N 3.939777 0.177607 -0.089735 -0.033 -1.092 -0.473
O 0.433956 -2.209985 0.496785 -0.108 0.377 0.381
P -0.409109 -1.704880 -0.600409 -1.228 1.038 -0.428
H -2.039817 0.322347 -2.090605 -1.265 -1.617 -2.727
H -2.435377 1.545805 -0.930398 0.794 0.246 -0.509
H -0.666711 1.067866 -1.445807 -0.353 1.180 -0.270
H -1.792221 1.233339 1.659092 0.748 -0.665 -0.911
H -0.193003 0.512709 1.364868 0.926 -0.261 0.797
H -1.730845 -0.401181 2.090796 1.690 0.283 -0.718
H -2.574215 -0.580646 -0.107154 -1.864 -1.451 0.619
H 4.590440 -0.246429 0.561230 0.298 0.265 0.370
H 4.304270 -0.182778 -0.982734 -0.223 0.436 0.191
H 3.120499 -0.419196 0.062574 -0.080 0.360 -0.075

***

# 4
17
Properties=species:S:1:pos:R:3:forces:R:3 method="wB97M-V/def2-TZVPD" orbital_gap_ev=8.89 smiles="CSP(N)O.C=C" homo_energy_ha=-0.2957 e_lumo_ev=0.84
C -3.415358 -0.648459 0.840858 -1.146 -0.546 1.031
C 2.811538 1.966662 0.004904 0.672 -0.412 0.008
C -3.194019 -0.017372 -0.314317 0.257 0.962 1.658
N 1.826819 -1.213968 -1.003078 -2.239 1.265 -5.507
O 0.270577 -1.344230 0.935566 -0.889 -1.042 1.154
P 0.483030 -0.474569 -0.397041 0.124 1.576 -0.069
S 1.266784 1.392552 0.743756 -0.588 -0.753 0.274
H -3.292135 -0.291924 1.905137 0.325 0.255 -1.603
H -3.983692 -1.603036 0.892203 0.736 0.418 -0.527
H -0.514623 -1.943727 0.941498 0.786 0.925 -0.226
H 3.721229 1.640060 0.498312 -0.070 -1.074 0.310
H 3.007541 3.039204 0.175693 -1.090 -0.084 -0.992
H 2.815302 1.537015 -1.006541 0.338 0.975 -0.004
H -2.827926 1.014681 -0.349561 0.179 -0.455 0.183
H -3.421981 -0.418999 -1.264762 -0.309 -0.670 -0.711
H 1.874958 -1.130695 -2.120786 0.394 -0.487 3.786
H 2.571959 -1.503192 -0.481840 2.520 -0.852 1.234

***

# 5
17
Properties=species:S:1:pos:R:3:forces:R:3 method="wB97M-V/def2-TZVPD" orbital_gap_ev=9.29 homo_energy_ha=-0.3158 e_lumo_ev=0.70
C 0.759105 0.179281 -0.855743 -0.726 2.266 -1.311
C -0.236422 -1.336198 0.898665 -1.105 2.691 -0.266
C 0.231177 0.073308 0.536759 -0.810 0.372 0.821
N -2.353658 0.791764 -0.726979 0.779 0.439 4.145
O -0.896241 2.510626 0.541118 0.298 2.693 -0.778
P 1.555877 0.811595 1.718761 0.454 -0.531 -2.232
S -1.430588 1.201248 0.726869 -0.063 -4.052 -0.850
H 0.610999 1.313645 -1.169288 1.196 -2.080 0.450
H 1.750995 -0.256015 -0.921681 0.548 0.739 0.042
H 0.241803 -0.362862 -1.642380 -0.756 -0.279 0.253
H 0.433136 -2.062365 1.144494 2.279 -1.666 1.002
H -0.734001 -1.691490 0.066394 -0.862 -0.905 -2.279
H -1.054933 -1.312819 1.572143 -0.448 0.109 1.515
H -2.860091 -0.047402 -0.817200 -0.395 -0.907 0.011
H -2.069370 1.278423 -1.493560 0.924 1.291 -2.692
H 1.182652 2.159864 1.676314 -0.115 0.188 -0.112
H 0.817852 0.525369 2.775818 -1.197 -0.369 2.281

***

# 6
16
Properties=species:S:1:pos:R:3:forces:R:3 method="wB97M-V/def2-TZVPD" orbital_gap_ev=7.11 total_charge=-1 homo_energy_ha=-0.1074 e_lumo_ev=4.19
C 0.126824 3.155647 0.721917 1.007 -0.259 0.372
C -0.177913 1.790125 0.118360 -1.844 0.565 -2.914
S 0.632959 0.287463 0.590945 0.728 0.021 0.950
H 0.417299 3.881446 -0.041660 0.005 -0.094 -0.173
H -0.682922 3.643780 1.262104 0.069 -0.326 0.537
H 1.041142 2.950899 1.301728 -0.442 0.655 0.442
H -0.007302 1.987317 -0.974881 0.217 -0.515 0.531
H -1.260778 1.552169 0.054011 0.227 0.514 0.598
H -0.107014 -0.734431 -0.983185 0.871 -1.485 0.303
N -0.604155 -3.082192 0.398035 0.986 2.033 -0.195
C 0.314262 -2.702013 -0.778568 0.212 -0.757 1.728
O -0.077888 -1.618516 -1.503916 -1.276 0.321 -1.515
H -1.270559 -2.299596 0.369365 -0.428 -0.541 -0.286
H -0.042236 -2.642126 1.136022 -0.227 -0.663 0.436
H 0.386843 -3.650851 -1.321147 -0.111 0.601 -0.883
H 1.311436 -2.519127 -0.349135 0.006 -0.069 0.069

***

# 7
16
Properties=species:S:1:pos:R:3:forces:R:3 method="wB97M-V/def2-TZVPD" orbital_gap_ev=6.64 total_charge=-1 homo_energy_ha=-0.0981 e_lumo_ev=3.97
C -0.005517 0.507326 0.722796 -0.137 -0.592 -0.805
C 0.823857 1.723261 0.157458 -1.339 -1.782 -0.450
S 0.603867 1.461047 -1.685929 0.564 0.996 0.095
C 0.844443 -0.787808 0.557320 -1.445 -0.295 -4.017
N 0.187564 -2.121616 0.616802 0.157 2.726 -3.437
H -0.930670 0.449464 0.135861 0.654 -0.194 -0.720
H -0.581987 0.626086 1.625746 0.925 0.157 1.716
H 1.872423 1.654757 0.489513 -0.283 0.107 -0.189
H 0.370064 2.642801 0.514745 0.124 0.247 -0.106
H 1.713586 -0.725161 1.111345 1.836 0.060 1.725
H 1.239491 -0.740614 -0.566134 -0.924 0.278 2.266
H 0.520243 -2.779258 -0.068456 0.095 0.082 0.195
H 0.068521 -2.478820 1.472022 -0.376 -1.720 3.756
H -1.981045 0.807130 -2.194885 -2.414 -2.892 1.515
H -2.066566 -0.268609 -1.085843 -0.719 0.036 -0.784
O -2.678277 0.030012 -1.802365 3.284 2.786 -0.760

***

# 8
16
Properties=species:S:1:pos:R:3:forces:R:3 method="wB97M-V/def2-TZVPD" orbital_gap_ev=9.90 smiles=[NH3+][C@@H](CO)CS total_charge=+1 homo_energy_ha=-0.4943 e_lumo_ev=-3.55
C -0.912941 -0.213369 1.052627 -0.728 -1.386 2.140
O -0.994793 0.607745 2.244062 -0.713 -0.451 -1.428
C 0.381744 0.048045 0.324768 -1.897 1.057 0.010
C 0.624612 -1.084521 -0.623325 1.203 -0.546 -0.476
S 2.133351 -0.809764 -1.587784 0.841 0.482 -0.244
N 0.045398 1.331376 -0.453303 1.246 1.109 -1.022
H -0.989682 -1.283046 1.343426 0.635 0.395 0.040
H -1.862826 -0.130026 0.509145 0.510 0.549 -0.784
H -1.955023 0.572243 2.396901 0.503 0.462 0.740
H 1.154969 0.310830 1.059898 -0.021 -0.282 -0.430
H 0.807248 -1.992209 -0.024134 -0.598 0.285 -0.355
H -0.176784 -1.172539 -1.354890 -0.340 -0.351 0.431
H 1.794176 -1.236157 -2.819698 -0.335 -0.025 0.334
H 0.848364 1.889827 -0.774778 0.432 -0.473 0.389
H -0.390650 1.143794 -1.362208 -0.461 -0.341 0.365
H -0.507160 2.017778 0.069298 -0.277 -0.485 0.291

***

# 9
16
Properties=species:S:1:pos:R:3:forces:R:3 method="wB97M-V/def2-TZVPD" orbital_gap_ev=8.36 total_charge=+1 homo_energy_ha=-0.4751 e_lumo_ev=-4.57
C 0.643950 -1.599492 -0.710029 1.128 -2.002 2.299
C 2.096527 0.296007 0.334397 -0.633 1.922 -1.979
C 0.825280 -0.244374 -0.251575 -2.110 1.605 1.036
N -0.277965 0.455679 -0.212482 1.797 -0.452 -0.218
O 1.923197 1.595254 0.933780 0.954 -1.223 0.062
S -3.903348 0.626537 0.440461 -1.553 -0.585 -0.108
H 1.442641 -2.249359 -0.194341 -1.637 0.509 -0.695
H 0.834349 -1.695503 -1.731764 0.340 0.013 -1.874
H -0.415117 -1.877883 -0.530878 0.871 -0.379 0.018
H 2.733220 0.436373 -0.548853 0.338 -0.345 -0.008
H 2.477086 -0.537679 0.874357 0.621 -0.274 1.253
H -4.980950 -0.194476 0.160479 1.124 0.187 0.018
H -1.183990 0.069563 -0.430331 -0.139 0.057 -0.250
H -0.182211 1.428516 -0.059709 -0.256 1.236 0.680
H 2.821004 1.982552 1.129331 -1.346 -0.627 -0.313
H -4.853680 1.508287 0.797163 0.501 0.359 0.080

***

# 10
16
Properties=species:S:1:pos:R:3:forces:R:3 method="wB97M-V/def2-TZVPD" orbital_gap_ev=9.83 smiles=[NH3+][C@@H](CO)CS total_charge=+1 homo_energy_ha=-0.5017 e_lumo_ev=-3.82
C -0.206491 -0.267315 1.844060 -0.069 -1.317 0.841
O -0.908950 -1.340363 2.452765 0.416 -1.240 -0.184
C -0.167068 -0.320553 0.287957 1.645 0.947 0.581
C 0.125141 1.097372 -0.202775 0.317 0.840 0.092
S -0.002419 1.172756 -2.041166 -0.303 0.257 0.520
N 0.835652 -1.314545 -0.327124 0.276 -1.093 -1.424
H -0.891555 0.554889 2.025662 0.294 0.435 0.126
H 0.736849 -0.127256 2.441968 -0.467 0.297 -1.280
H -0.344481 -2.092120 2.756212 -0.454 1.130 -0.400
H -1.164355 -0.501865 -0.100445 0.067 -0.834 0.028
H -0.613204 1.631617 0.391771 -1.186 0.397 -1.202
H 0.904953 1.775117 0.213387 0.773 -1.461 -0.499
H 1.292872 1.283640 -2.395514 -0.065 0.074 0.430
H 0.914072 -1.349997 -1.396550 -0.917 0.818 1.402
H 1.808621 -1.135166 -0.079323 -0.021 0.347 0.577
H 0.673628 -2.307446 -0.103536 -0.305 0.401 0.391

***

# 11
16
Properties=species:S:1:pos:R:3:forces:R:3 method="wB97M-V/def2-TZVPD" orbital_gap_ev=10.94 smiles=C[C@]([NH3+])(S)CO total_charge=+1 homo_energy_ha=-0.5306 e_lumo_ev=-3.50
C 1.296236 -0.238984 -1.152729 -1.389 1.672 0.157
C -1.186364 -0.025934 -0.543827 -2.008 1.138 1.389
C 0.179133 -0.368394 -0.101848 2.608 -0.259 -0.107
N 0.742426 0.934406 1.030905 -2.398 -3.115 0.102
O -2.016032 0.071389 0.702101 4.530 -3.715 -0.901
S 0.352006 -1.943150 0.750371 3.402 0.922 -1.434
H 2.184756 -0.483739 -0.598520 0.845 0.605 -0.174
H 1.143915 0.820418 -1.539960 1.112 -1.191 0.423
H 1.297508 -0.880560 -2.015296 -0.652 -0.588 -0.157
H -1.518005 -0.912320 -1.164241 0.074 1.378 0.302
H -1.216941 1.008050 -1.011259 0.025 -1.527 -0.084
H 1.482363 0.492185 1.605552 -0.466 0.800 -0.429
H 0.869656 1.864824 0.694457 0.748 0.626 -0.518
H -0.168878 0.921395 1.516191 0.531 0.148 0.558
H -2.637669 0.710467 0.657150 -3.274 3.227 -0.650
H -0.804111 -1.970054 1.170954 -3.688 -0.124 1.522

***

# 12
15
Properties=species:S:1:pos:R:3:forces:R:3 method="wB97M-V/def2-TZVPD" orbital_gap_ev="8.77 / 5.71" homo_energy_ha="-0.2822 / -0.2224" e_lumo_ev="1.09 / -0.34"
C -2.073181 0.814611 -0.730333 -2.347 -0.728 0.208
C 2.391623 0.406691 -0.901300 3.313 -3.736 2.125
C 0.734290 -1.535027 0.438456 -0.132 -0.049 1.972
N -2.340639 2.139908 -0.702756 -2.294 2.205 0.893
P 1.320718 0.216976 0.633658 0.394 -0.335 -0.047
H -1.661687 2.869101 -0.755466 0.622 -0.162 0.000
H -3.008531 0.195277 -0.759134 1.571 0.239 0.057
H -1.081054 0.512784 -0.853996 1.001 -0.704 -0.300
H 3.510707 0.611303 -0.607480 -2.171 0.388 -0.295
H 2.602521 -0.622228 -1.395184 -1.097 1.778 0.218
H 1.968968 1.160919 -1.460951 -0.508 1.450 -1.768
H 0.118541 -1.853444 1.357112 -0.039 0.866 -1.831
H 0.354126 -1.649654 -0.563589 -0.902 -0.264 -0.070
H 1.488776 -2.291903 0.545185 1.158 -0.101 -0.264
H -3.202601 2.493197 -0.208633 1.432 -0.847 -0.898